Entry 1:
{"formula": "C22H38P2Pt", "method": "ωB97M-V/def2-TZVPD", "species": ["H", "C", "C", "C", "H", "H", "H", "H", "H", "H", "H", "H", "H", "H", "C", "C", "H", "C", "Pt", "C", "H", "H", "P", "C", "C", "H", "C", "C", "H", "C", "P", "H", "C", "C", "H", "H", "H", "C", "H", "C", "C", "H", "H", "H", "H", "H", "H", "H", "C", "H", "H", "H", "H", "C", "H", "H", "H", "C", "C", "C", "H", "H", "H"], "positions_angstrom": [[0.73534, 0.53448, -6.61868], [1.08584, 2.81705, 0.77646], [0.05613, -1.73692, 3.45910], [-0.00251, 0.48360, 7.84183], [1.05611, 3.46906, -0.11348], [1.46455, 0.65608, -1.19239], [-2.10843, 0.88360, 7.82729], [-0.93449, -1.75011, 3.93251], [2.05919, -1.39516, -5.98170], [2.04690, -2.93999, -0.55815], [-1.20787, -0.91180, -1.30702], [0.95476, -2.39740, -3.77821], [2.19765, 1.12347, -5.86974], [-2.66470, 0.52540, -4.49119], [-1.74189, 2.04688, 0.37241], [-0.94847, -3.16823, 0.56753], [-1.39749, -2.25200, -4.26937], [-0.14614, 1.25190, 3.57052], [-0.01689, -0.20965, 2.04732], [-1.79375, 0.74199, -5.12637], [-2.22809, 1.31178, 5.38566], [2.10327, 2.43663, 0.94035], [-0.04361, 1.42649, 0.51685], [-1.26591, 1.07579, 5.84654], [1.15725, 0.39109, 7.06240], [2.04066, -3.06688, 1.23832], [-0.11891, -0.86623, -1.14468], [-1.20299, 0.82676, 7.21972], [-1.94641, 2.66708, 1.25831], [1.89019, -2.39295, 0.38383], [0.19107, -1.77128, 0.43238], [0.68115, 1.94952, 3.35563], [-0.71039, -1.51242, -4.71028], [0.59698, -1.57733, -4.41775], [-0.08313, 1.18903, -1.90610], [0.37629, -1.41626, -1.95611], [-1.08608, 1.78451, 3.36727], [-1.35815, -0.61048, -5.72362], [0.03516, 0.27148, 8.91620], [-0.09847, 0.95877, 5.05572], [1.67095, -0.80656, -5.12432], [-2.15413, 1.39056, -5.95225], [-1.82224, 2.65188, -0.54632], [1.24555, 2.11297, -4.06490], [2.59563, -1.55843, 0.46145], [-0.88712, -3.80346, -0.33415], [-0.66437, -3.74651, 1.45309], [-2.44123, 1.20083, 0.34946], [1.12206, 0.64639, 5.68434], [-0.81653, -0.49312, -6.68437], [0.29844, -2.70839, 3.06532], [2.03458, 0.54418, 5.08447], [0.75433, 3.37615, 1.66569], [0.36561, 0.58251, -1.10204], [-2.29828, -1.12953, -6.01816], [-1.97148, -2.79393, 0.70320], [2.52011, -0.63498, -4.44702], [1.25082, 0.58502, -5.63883], [-0.74230, 1.45884, -4.32838], [0.57153, 1.41212, -4.58215], [-1.12633, 2.22858, -3.64290], [2.10022, 0.09967, 7.53593], [0.77041, -1.46213, 4.25352]], "lowdin_charge": [0.127, -0.231, -0.206, -0.069, 0.063, 0.096, 0.116, 0.047, 0.157, 0.055, 0.095, 0.133, 0.137, 0.131, -0.232, -0.232, 0.148, -0.273, 0.810, -0.144, 0.115, 0.064, 0.667, -0.035, -0.063, 0.062, -0.387, -0.069, 0.058, -0.227, 0.656, 0.042, 0.025, -0.002, 0.046, 0.047, 0.046, -0.154, 0.120, -0.322, -0.133, 0.149, 0.055, 0.135, 0.053, 0.063, 0.050, 0.053, -0.083, 0.134, -0.025, 0.112, 0.058, -0.372, 0.138, 0.062, 0.138, -0.166, -0.057, -0.045, 0.125, 0.115, 0.027], "homo_energy_ev": [-8.47, -12.96], "total_charge": 2, "s_squared": 6.0585, "orbital_gap_ev": [2.720, 2.252], "largest_force_ev_per_a": 4.94, "spin_multiplicity": 5}

Entry 2:
{"formula": "BrH2NOS2", "method": "ωB97M-V/def2-TZVPD", "species": ["O", "S", "N", "H", "Br", "S", "H"], "positions_angstrom": [[-1.87567, 1.00200, -1.82351], [-2.48990, 1.34488, 1.06270], [-1.28731, -0.97674, -0.29958], [1.19195, 0.20072, -0.16055], [1.19662, 1.53096, -0.12927], [-1.81962, 0.41553, -0.51886], [-1.09674, -1.60863, -0.98730]], "lowdin_charge": [-0.452, 0.458, -0.254, -0.346, 0.453, 0.156, -0.016], "homo_energy_ev": [-6.97, -10.57], "de_lowest_kj_mol": 4.9, "total_charge": 0, "s_squared": 2.0094, "orbital_gap_ev": [6.585, 6.549], "largest_force_ev_per_a": 3.86, "spin_multiplicity": 3}

Entry 3:
{"formula": "C40H43CeF10I2N10O2S2", "method": "ωB97M-V/def2-TZVPD", "species": ["C", "S", "N", "C", "H", "N", "C", "H", "C", "N", "C", "C", "C", "C", "F", "C", "F", "C", "H", "H", "C", "O", "H", "H", "H", "H", "C", "H", "C", "I", "C", "C", "C", "H", "H", "N", "H", "C", "F", "C", "F", "N", "C", "C", "F", "N", "C", "S", "H", "C", "F", "H", "H", "O", "H", "H", "F", "H", "H", "F", "C", "H", "H", "H", "C", "H", "N", "H", "N", "C", "C", "H", "C", "H", "H", "F", "H", "C", "H", "H", "C", "H", "H", "H", "C", "C", "C", "H", "N", "H", "C", "C", "H", "H", "C", "H", "N", "H", "C", "H", "Ce", "C", "H", "H", "C", "H", "C", "C", "F", "I"], "positions_angstrom": [[-2.64030, -5.26390, 1.27960], [-0.76770, -2.02220, -0.11800], [-1.07390, 1.89950, -0.47080], [-3.20640, -1.09700, -2.59170], [0.77940, -0.94150, -2.03250], [0.06150, -3.82840, 1.57530], [-2.37350, 2.07280, -0.49580], [-4.35360, -1.04110, 4.31210], [-2.49430, 0.33170, 1.75270], [-4.07170, 0.03940, -2.70570], [-3.97790, -0.86260, 3.31570], [5.39350, -1.21730, 4.26930], [-4.48250, -1.64840, 2.23330], [2.07490, 3.09050, 0.82760], [-0.86350, 1.93190, 3.36480], [-4.15690, -5.23230, 1.15300], [4.61270, 0.60330, 1.24390], [2.71950, -1.55520, -0.02160], [3.49200, -2.33760, 0.03140], [-4.59580, -1.77150, 0.09590], [2.73640, 2.50390, -3.33840], [-0.72330, 3.65020, -3.67000], [-6.08530, 2.14430, -1.67030], [-0.12250, 0.44080, -2.65390], [1.83340, -2.01150, -0.47860], [-5.78470, 2.05390, -4.19770], [-1.86970, 4.08250, 3.55820], [-2.88630, 1.35930, -3.85310], [5.49360, -0.36420, 3.17240], [2.09960, 1.23940, 4.37770], [-3.12250, 0.15230, 3.06730], [0.13030, 3.68940, 2.12060], [0.86480, 0.10040, -2.34170], [-0.22030, -5.88600, 1.58950], [-2.35580, -5.21560, 2.33300], [2.31750, -1.18800, 1.34020], [1.80090, -1.06590, 5.79100], [1.41420, 2.74140, -2.96910], [4.12680, -2.87110, 5.40520], [4.27310, -2.03340, 4.36200], [6.33970, -1.23750, 5.21810], [-5.38080, 1.63400, -2.17050], [3.31220, -2.00110, 3.36990], [3.34610, -1.15340, 2.23920], [2.25470, -2.84430, 3.48840], [-0.42360, 2.55480, -1.40160], [-0.90190, 3.27830, 3.00760], [-3.47500, 1.38030, 0.62490], [-0.91080, 3.35850, -2.73380], [3.22780, 2.85260, -4.57980], [-0.75360, 7.25380, 2.25130], [-2.84950, 2.69670, -1.24440], [1.12550, 4.30570, -0.68550], [2.69600, 0.79160, -0.90040], [-4.11040, 0.46260, -4.77600], [-3.75690, -1.93750, -2.16900], [1.09810, 5.70830, 1.19220], [0.40250, 4.19670, -5.84750], [0.79890, -4.58300, 4.16220], [6.53620, 0.46960, 3.07200], [-0.94210, -3.44590, 0.78790], [4.32100, -0.27060, -0.77570], [-2.83980, -1.37830, -3.57890], [-4.49610, 3.05300, -3.47960], [0.99900, 2.37160, -1.53280], [-2.69470, -3.66260, -0.06830], [1.27380, 0.92990, -1.20850], [-2.85720, 0.83080, 3.86280], [-3.15820, -0.40280, 0.68810], [4.50800, -0.33980, 2.20050], [-0.81780, 5.93380, 2.48520], [2.69640, 3.64740, -1.11910], [0.13690, 5.10510, 1.93070], [1.54350, 0.17710, -3.19740], [0.79650, -3.13390, 1.67710], [-2.79670, 6.26930, 3.77450], [3.22480, -0.88480, -2.01650], [-4.93680, 2.05260, -3.50180], [-2.35120, -0.88000, -1.94220], [2.77610, 2.24930, 0.87340], [1.74800, 3.40730, -0.64040], [-0.89990, -4.91840, 3.88660], [2.59830, 3.96650, 1.22960], [2.76730, 3.78110, -6.45770], [-3.90920, 0.96850, -3.82800], [0.35940, -5.13590, 2.12520], [3.27320, -0.48380, -0.99410], [-4.58430, -6.05840, 1.71470], [0.93080, 2.73730, 1.65360], [0.54780, 0.11150, 6.28760], [-1.85480, 5.44380, 3.27970], [1.07890, 3.71800, -5.15600], [-2.26200, -6.20310, 0.85600], [3.39530, 2.03990, -2.62080], [-4.89860, 0.46120, -1.75080], [-4.54860, -4.30040, 1.55170], [-2.06890, -4.13150, 0.57340], [0.26200, -6.25180, 3.95180], [2.39200, 3.47540, -5.49260], [-5.19010, -2.43550, 2.44870], [0.26440, 0.46060, 1.26380], [1.07590, -0.33310, 5.44840], [4.25740, 2.64330, -4.82790], [1.41780, -5.33150, 1.93350], [0.10990, -5.22660, 3.62750], [-4.45730, -5.32760, 0.11120], [-4.13610, -1.32560, 0.96630], [0.57180, 3.36420, -3.90110], [-2.80160, 3.54630, 4.36490], [-0.40070, -1.38200, 4.26220]], "lowdin_charge": [-0.223, 0.768, -0.108, -0.076, 0.046, 0.024, -0.399, 0.116, -0.528, -0.196, -0.082, -0.131, -0.051, -0.197, -0.086, -0.059, 0.092, -0.216, 0.136, 0.099, -0.056, 0.025, 0.120, 0.106, 0.046, 0.117, -0.136, 0.111, -0.147, 1.099, -0.202, -0.200, -0.035, 0.105, 0.107, -0.118, -0.030, -0.114, 0.114, -0.151, 0.131, -0.030, -0.179, -0.275, -0.002, 0.018, -0.118, 1.167, 0.050, -0.080, 0.130, 0.087, 0.129, -0.145, 0.122, 0.078, 0.089, 0.119, 0.045, 0.129, -0.711, 0.128, 0.095, 0.111, -0.376, 0.106, -0.126, 0.089, -0.255, -0.167, -0.128, 0.125, -0.101, 0.112, 0.075, 0.120, 0.129, -0.140, 0.015, 0.096, -0.052, 0.056, 0.133, 0.108, -0.122, -0.211, -0.177, 0.087, -0.167, -0.022, -0.123, -0.005, 0.122, 0.113, -0.153, 0.046, 0.023, 0.084, -0.075, 0.103, 0.811, -0.937, 0.103, 0.130, -0.085, 0.087, -0.173, -0.265, 0.118, 1.090], "homo_energy_ev": [-9.73, -9.73], "total_charge": 1, "orbital_gap_ev": [4.961, 4.958], "largest_force_ev_per_a": 2.71}

Entry 4:
{"formula": "C32H58Ge3N4O2S3Si3Y", "method": "ωB97M-V/def2-TZVPD", "species": ["C", "C", "C", "H", "H", "H", "H", "C", "H", "H", "O", "H", "H", "C", "H", "H", "C", "H", "Ge", "H", "H", "Ge", "C", "Si", "H", "C", "H", "H", "H", "C", "H", "C", "C", "C", "S", "Si", "H", "C", "H", "C", "C", "H", "H", "C", "Si", "H", "H", "H", "H", "N", "Ge", "H", "H", "C", "C", "H", "C", "H", "O", "C", "C", "H", "N", "H", "H", "C", "H", "H", "N", "H", "C", "H", "H", "H", "H", "H", "H", "C", "N", "H", "H", "H", "H", "H", "C", "H", "H", "C", "H", "C", "C", "C", "H", "H", "C", "H", "S", "C", "Y", "H", "H", "H", "S", "C", "H", "H"], "positions_angstrom": [[2.72297, 2.60907, -3.68059], [2.06784, -2.69221, -0.01808], [5.66325, 1.18987, -0.18898], [5.02934, -3.13241, 0.24158], [-0.59894, -3.04170, -4.54914], [-1.07854, 3.76121, -3.25196], [0.03764, 2.04291, 3.59477], [-5.29149, -3.26277, 4.81789], [-5.76000, -2.94669, 5.74143], [3.27991, 1.75273, -4.06852], [2.42504, -1.87954, 0.86727], [1.84941, -1.85453, -6.36521], [-6.67160, -4.87543, 4.47996], [-0.54818, 2.42751, -0.27049], [0.89653, -3.12334, 4.40663], [3.64125, -0.90090, -3.65356], [3.01024, -1.75868, -3.41249], [-4.31696, 1.39687, -4.29549], [-2.10459, -1.83941, 0.72346], [-0.77428, 1.10647, 4.84832], [2.07325, -2.78371, 3.14490], [-0.01836, -0.44892, 3.03570], [1.76793, -2.51378, 4.15804], [-2.22148, 0.11712, -4.34492], [-2.96480, 2.44444, -4.73711], [-3.55708, -2.95002, 3.14985], [-0.36582, 2.76054, -6.21990], [1.08550, -0.77695, 5.25183], [-3.84142, -0.05881, 0.84354], [2.73339, -4.04565, -0.13329], [1.24921, 3.45548, -6.35364], [-2.11841, -0.16731, -6.20018], [-4.10577, -4.01822, 2.44057], [1.45422, -0.99827, -5.81060], [0.86370, 2.21583, 0.64843], [1.25516, -1.48812, -4.00216], [-3.66893, -4.31530, 1.49622], [-2.35630, -2.20598, 2.66050], [-2.78794, 0.85598, 3.30257], [-4.18621, -2.57684, 4.34142], [5.15245, -1.19432, -0.42818], [-3.81553, -1.71912, 4.88817], [-5.81683, -1.08388, -0.36771], [-5.80558, -4.34172, 4.11069], [0.90752, 2.51950, -4.10909], [-1.81284, -1.18816, -6.43996], [-4.10594, -1.37554, -3.78032], [3.62716, -3.84029, 1.69619], [0.95824, -3.86053, -4.44163], [2.32438, 0.30069, -1.14949], [-0.03724, 0.44065, -3.35851], [2.33473, -0.41932, 4.07157], [-2.81683, -3.95239, -0.53545], [1.44306, -1.02479, 4.24758], [-0.01428, 3.96319, -3.38015], [3.09270, -1.95720, -2.34973], [-3.03450, -1.38202, -3.56125], [3.15354, 3.51614, -4.11386], [1.11616, -2.43419, -0.81951], [0.68596, 2.59937, -5.97125], [-2.04869, 1.65028, 3.17351], [-1.96598, 1.85522, 2.10369], [5.41380, -2.33556, -0.40392], [-3.50054, -0.38321, -0.83094], [-5.30313, -2.12264, 0.95705], [-1.47400, -1.68481, 3.51368], [-2.44745, 2.55449, 3.63872], [-0.07073, -4.11946, 0.87848], [3.88670, -4.16412, 0.76797], [0.09371, 4.81727, -4.05483], [4.80384, 0.11559, -0.54958], [-2.61787, -2.31017, -3.95339], [0.38041, 4.24400, -2.40346], [3.04958, -4.17860, -1.16980], [-1.42714, 0.51788, -6.69301], [1.95228, -4.78597, 0.06314], [-4.87180, -2.52951, -0.70134], [-3.71687, -0.86891, 0.11978], [6.35651, 2.06388, 0.08919], [4.17738, -5.13201, 0.84379], [2.86377, 2.65112, -2.59980], [-5.60573, -5.54319, 2.34446], [0.07895, -3.43565, -2.96084], [-1.31168, -3.33091, -1.17851], [-3.27504, 1.63782, -4.06741], [3.40015, -2.62779, -3.95206], [2.57456, -2.79766, 4.83911], [-1.02885, -4.55011, 0.57538], [-1.61319, -1.88296, 4.58220], [0.32260, -3.10512, -3.96996], [-5.20892, -4.71321, 2.91555], [-1.84038, -3.55229, -0.24893], [2.16980, -0.17961, -5.91280], [1.02615, 1.71123, -6.50231], [-0.69908, 1.25675, 3.76611], [-3.22636, 2.01480, -3.04558], [-1.60544, 3.66658, -0.24426], [-4.99404, -1.70119, 0.00124], [0.43298, -0.53425, 0.26443], [0.52309, -0.69588, -6.29030], [-2.92161, -1.40108, -2.47567], [-3.10896, -0.00748, -6.63489], [-1.11887, 0.97701, -1.29440], [3.45021, 0.28784, -0.90919], [-1.53903, -4.83244, 1.49649], [-0.82181, -5.46434, 0.01258]], "lowdin_charge": [-0.214, -0.672, -0.197, 0.082, 0.015, 0.008, 0.039, -0.083, 0.101, 0.020, -0.083, 0.044, 0.099, -1.675, 0.061, 0.033, -0.204, 0.035, 0.901, 0.060, 0.024, 0.802, -0.190, 0.330, 0.029, -0.241, 0.027, 0.060, 0.061, -0.130, 0.037, -0.217, -0.070, -0.220, 0.497, 0.347, 0.083, -0.371, 0.054, -0.042, -0.077, 0.107, 0.070, -0.095, 0.338, 0.026, 0.043, 0.095, 0.039, 0.086, 0.536, 0.055, 0.056, -0.383, -0.220, -0.019, -0.201, 0.038, -0.167, -0.214, -0.180, 0.021, 0.260, -0.009, 0.053, -0.279, 0.072, 0.041, 0.013, 0.040, -0.202, 0.017, 0.017, 0.130, 0.011, 0.122, 0.060, -0.386, 0.163, 0.109, 0.015, 0.102, 0.006, 0.022, -0.219, 0.046, 0.065, -0.171, 0.069, -0.199, -0.083, -0.372, 0.025, 0.007, -0.396, 0.005, 0.571, -0.159, 0.899, 0.002, -0.007, 0.036, 0.350, -0.174, 0.059, 0.075], "homo_energy_ev": [-7.32, -7.54], "de_lowest_kj_mol": 177.9, "total_charge": 0, "s_squared": 0.7567, "orbital_gap_ev": [7.072, 5.707], "largest_force_ev_per_a": 2.33, "spin_multiplicity": 2}